DFT (ωB97M-V/def2-TZVPD) results for C3H8N3O2 as an isolated structure.

Cartesian coordinates (Å):
C 0.99 0.07 0.77
C 0.17 1.37 0.37
C 0.24 -1.12 0.14
N -1.48 -0.49 0.28
N 0.44 -1.25 -1.27
N -1.14 0.81 -0.13
O 0.88 -2.31 -1.66
O 0.25 -0.26 -2.05
H 1.88 0.22 0.17
H 1.11 -0.09 1.77
H 0.13 1.92 1.31
H 0.45 1.89 -0.45
H 0.34 -2.16 0.58
H -1.32 -0.77 1.32
H -1.92 1.47 0.01
H -1.01 0.70 -1.16

The calculation puts the HOMO energy at -15.90 eV. As for the total charge: +1. The calculation puts the lowest unoccupied orbital energy at -5.21 eV. Its HOMO-LUMO gap is 10.69 eV. The relative energy (zero: lowest compared OMol25 entry of this formula, charge and spin) is 611.8 kJ/mol.

***

DFT (ωB97M-V/def2-TZVPD) results for an isolated ion of composition C3H8N3O2 and charge +1.

Cartesian coordinates (Å):
C 1.32 0.21 -0.17
C -1.73 0.11 0.04
C -1.43 -1.24 0.41
N 0.45 0.99 0.57
N 0.81 -0.64 -1.01
N 2.63 0.62 0.06
O -0.86 1.15 0.15
O -2.87 0.37 -0.45
H -0.44 -1.34 -0.37
H -2.39 -1.88 0.20
H -1.07 -1.42 1.42
H 0.81 1.88 0.84
H 1.48 -1.26 -1.62
H 2.86 1.09 0.96
H 3.35 0.06 -0.31
H -2.92 1.30 -0.73

The calculation puts the HOMO energy at -14.03 eV. As for the total charge: +1. The calculation puts the lowest unoccupied orbital energy at -3.84 eV. Its HOMO-LUMO gap is 10.19 eV. The relative energy (zero: lowest compared OMol25 entry of this formula, charge and spin) is 284.0 kJ/mol.

***

DFT (ωB97M-V/def2-TZVPD) results for an isolated ion of composition C3H8N3O2 and charge +1.

Cartesian coordinates (Å):
C 1.39 -2.40 1.24
C 0.98 -1.06 1.52
O 1.05 -0.40 2.49
O 0.30 -0.34 0.47
N 0.23 1.04 0.71
N -0.38 1.84 -0.24
C -1.20 1.41 -1.18
N -1.84 2.42 -1.86
H 2.59 -2.36 1.27
H 1.14 -2.77 0.23
H 1.07 -3.21 2.02
H 1.19 1.56 0.74
H -0.32 1.15 1.60
H -1.49 0.39 -1.41
H -2.59 2.44 -2.53
H -1.51 3.22 -1.26

The calculation puts the HOMO energy at -14.13 eV. As for the total charge: +1. The calculation puts the lowest unoccupied orbital energy at -3.21 eV. Its HOMO-LUMO gap is 10.92 eV. The relative energy (zero: lowest compared OMol25 entry of this formula, charge and spin) is 354.7 kJ/mol.

***

DFT (ωB97M-V/def2-TZVPD) results for an isolated ion of composition C3H8N3OS and charge +1.

Cartesian coordinates (Å):
C 2.27 0.71 0.63
C -0.16 -0.44 0.03
C -1.50 1.04 -1.15
N 2.49 -0.23 -0.36
N 1.69 -0.87 -0.90
N -0.35 -1.95 0.45
O -1.10 -0.27 -0.87
S 0.38 0.69 1.20
H 2.86 0.68 1.54
H 2.59 1.72 0.19
H -0.93 1.49 -1.93
H -1.54 1.76 -0.22
H -2.38 0.79 -1.63
H -0.94 -2.34 1.31
H 0.55 -2.41 0.67
H -0.74 -2.37 -0.35

The calculation puts the HOMO energy at -12.63 eV. As for the total charge: +1. The calculation puts the lowest unoccupied orbital energy at -3.53 eV. Its HOMO-LUMO gap is 9.11 eV. The relative energy (zero: lowest compared OMol25 entry of this formula, charge and spin) is 334.8 kJ/mol.

***

DFT (ωB97M-V/def2-TZVPD) results for an isolated ion of composition C3H8N3S and charge +1.

Cartesian coordinates (Å):
C -1.01 -1.60 0.37
C -0.96 -0.52 -0.72
C 1.12 0.27 -0.46
N -0.72 -2.79 0.28
N -0.10 0.50 -0.10
N -0.56 1.62 0.64
S 2.40 1.40 0.35
H -1.37 -1.22 1.33
H -0.59 -0.87 -1.60
H -1.95 -0.14 -0.76
H -0.36 -3.20 -0.68
H -1.57 1.87 0.53
H -0.24 1.71 1.61
H 3.47 0.76 0.01
H 2.44 2.21 -0.80

The calculation puts the HOMO energy at -13.25 eV. As for the total charge: +1. The calculation puts the lowest unoccupied orbital energy at -4.47 eV. Its HOMO-LUMO gap is 8.78 eV. The relative energy (zero: lowest compared OMol25 entry of this formula, charge and spin) is 529.8 kJ/mol.

***

DFT (ωB97M-V/def2-TZVPD) results for one molecule with the formula C3H8N4.

Cartesian coordinates (Å):
C -1.04 -1.92 1.67
N -0.24 -1.32 0.91
N -0.76 -0.17 0.07
N -0.52 -0.56 -1.26
C -0.12 1.02 0.47
C 0.90 1.67 -0.11
N 1.64 1.29 -1.21
H -2.07 -1.59 1.84
H -0.70 -2.79 2.20
H -1.32 -1.11 -1.56
H 0.31 -1.18 -1.27
H -0.52 1.39 1.40
H 1.24 2.59 0.36
H 1.16 0.63 -1.81
H 2.07 2.05 -1.71

The calculation puts the HOMO energy at -7.54 eV. As for the total charge: 0. The calculation puts the lowest unoccupied orbital energy at 1.16 eV. Its HOMO-LUMO gap is 8.70 eV. The relative energy (zero: lowest compared OMol25 entry of this formula, charge and spin) is 352.1 kJ/mol.

***

DFT (ωB97M-V/def2-TZVPD) results for a 2-piece molecular cluster, C3H8N4 overall.

Cartesian coordinates (Å):
H -0.79 -2.73 0.46
N -0.74 -1.75 0.17
N -1.87 -1.30 -0.06
C -2.36 0.02 -0.19
C -1.78 1.17 0.14
H -3.38 -0.01 -0.55
H -2.29 2.11 -0.01
H -0.82 1.25 0.62
H 3.86 0.67 0.85
N 3.21 0.73 0.07
C 2.08 0.21 0.30
N 1.14 0.12 -0.69
H 1.83 -0.40 1.19
H 1.37 0.62 -1.53
H 0.55 -0.70 -0.78

The calculation puts the HOMO energy at -8.75 eV. As for the total charge: 0. The calculation puts the lowest unoccupied orbital energy at -0.51 eV. Its HOMO-LUMO gap is 8.24 eV. The relative energy (zero: lowest compared OMol25 entry of this formula, charge and spin) is 348.4 kJ/mol.

***

DFT (ωB97M-V/def2-TZVPD) results for one molecule with the formula C3H8N4.

Cartesian coordinates (Å):
C 0.82 0.69 0.79
C 1.07 -0.43 -0.08
N 2.27 -0.78 -0.61
N -0.05 -1.05 -0.40
C -0.97 -0.04 -0.07
N -1.40 0.84 -1.08
N -1.97 -0.35 0.83
H 0.50 0.42 1.80
H 1.47 1.56 0.76
H 2.30 -1.59 -1.22
H 3.10 -0.59 -0.08
H -0.68 0.98 -1.77
H -1.70 1.74 -0.71
H -1.84 -1.23 1.30
H -2.92 -0.15 0.55

The calculation puts the HOMO energy at -7.36 eV. As for the total charge: 0. The calculation puts the lowest unoccupied orbital energy at 1.06 eV. Its HOMO-LUMO gap is 8.42 eV. The relative energy (zero: lowest compared OMol25 entry of this formula, charge and spin) is 188.6 kJ/mol.

***

DFT (ωB97M-V/def2-TZVPD) results for one molecule with the formula C3H8N4.

Cartesian coordinates (Å):
C 2.04 1.37 0.05
N 1.95 0.09 -0.10
N 0.78 -0.54 -0.12
C 0.81 -2.02 -0.10
N -0.32 0.23 -0.13
N -1.43 -0.17 0.23
C -2.44 0.86 0.11
H 3.01 1.83 -0.08
H 1.02 1.87 -0.10
H 1.83 -2.32 -0.38
H 0.86 -2.20 0.91
H -0.17 -2.28 -0.62
H -2.95 0.82 -0.85
H -1.90 1.87 0.18
H -3.09 0.59 0.99

The calculation puts the HOMO energy at -8.46 eV. As for the total charge: 0. The calculation puts the lowest unoccupied orbital energy at 0.83 eV. Its HOMO-LUMO gap is 9.29 eV. The relative energy (zero: lowest compared OMol25 entry of this formula, charge and spin) is 462.3 kJ/mol.

***

DFT (ωB97M-V/def2-TZVPD) results for one molecule with the formula C3H8N4.

Cartesian coordinates (Å):
C 2.20 -1.60 -1.56
N 1.59 -0.48 -1.33
N 0.45 -0.64 -0.64
N -0.09 0.62 -0.42
C -0.95 0.83 0.64
C -1.94 -0.03 0.95
N -0.80 1.97 1.39
H 3.15 -1.60 -2.12
H 1.83 -2.58 -1.21
H -0.23 -1.22 -1.14
H 0.61 1.36 -0.49
H -2.62 0.15 1.77
H -2.10 -0.93 0.37
H 0.18 2.22 1.49
H -1.26 1.92 2.29

The calculation puts the HOMO energy at -7.55 eV. As for the total charge: 0. The calculation puts the lowest unoccupied orbital energy at 1.07 eV. Its HOMO-LUMO gap is 8.62 eV. The relative energy (zero: lowest compared OMol25 entry of this formula, charge and spin) is 355.7 kJ/mol.

***

DFT (ωB97M-V/def2-TZVPD) results for one molecule with the formula C3H8N4.

Cartesian coordinates (Å):
H -2.00 -0.91 1.82
N -1.03 -0.76 1.54
C -0.89 -0.38 0.34
C -1.98 -0.07 -0.65
C 0.54 -0.22 -0.12
N 1.49 -1.20 0.09
N 0.67 1.04 -0.24
N 1.89 1.67 -0.11
H -1.58 0.48 -1.50
H -2.76 0.52 -0.18
H -2.41 -1.00 -1.00
H 1.12 -2.01 0.57
H 2.38 -0.89 0.45
H 2.70 1.14 -0.44
H 1.85 2.58 -0.56

The calculation puts the HOMO energy at -8.23 eV. As for the total charge: 0. The calculation puts the lowest unoccupied orbital energy at 1.02 eV. Its HOMO-LUMO gap is 9.25 eV. The relative energy (zero: lowest compared OMol25 entry of this formula, charge and spin) is 190.4 kJ/mol.

***

DFT (ωB97M-V/def2-TZVPD) results for one molecule with the formula C3H8N4.

Cartesian coordinates (Å):
H 0.63 2.71 -0.42
N 0.61 1.64 -0.38
C -0.59 1.24 0.03
N -0.87 -0.09 0.02
C -2.13 -0.53 0.20
C 0.03 -1.07 -0.38
N 1.30 -1.22 -0.22
N 1.88 -0.22 0.57
H -1.43 1.86 0.62
H -2.73 0.24 0.66
H -2.69 -0.73 -0.72
H -2.28 -1.31 1.00
H -0.35 -1.82 -1.01
H 2.86 -0.37 0.46
H 1.60 0.83 0.33

The calculation puts the HOMO energy at -8.07 eV. As for the total charge: 0. The calculation puts the lowest unoccupied orbital energy at 0.78 eV. Its HOMO-LUMO gap is 8.86 eV. The relative energy (zero: lowest compared OMol25 entry of this formula, charge and spin) is 313.6 kJ/mol.